No. 1
25
Properties=species:S:1:pos:R:3:forces:R:3:mulliken_charge:R:1 method="wB97M-V/def2-TZVPD" relative_energy_ev=3.275 homo_lumo_gap_ev=7.501 total_charge=0
C 2.8428 0.9979 1.0753 -1.2 -0.8 -0.3 -0.380
C 2.4898 0.8655 -0.2870 -0.3 -2.0 3.1 -0.592
C 2.3787 0.1183 2.0919 -0.3 -1.1 -6.3 -0.929
C 1.7671 -0.2173 -0.6910 -1.2 -1.8 -1.4 -0.201
C 1.7587 -1.0515 1.6206 -0.5 0.6 -2.0 -0.421
C 1.4089 -1.2265 0.2219 2.2 2.5 2.2 0.706
C -2.5331 -0.1260 -0.2015 -0.7 1.2 -1.1 0.245
C 0.6269 -2.3672 -0.1257 -1.7 -0.7 1.1 -0.135
C -2.1739 0.9015 -1.0077 0.1 0.0 -0.5 0.525
N -1.2257 1.9440 -0.8199 -0.7 -0.3 4.1 -0.678
O -3.5635 -0.9779 -0.6403 0.4 1.0 -0.3 -0.594
O -2.0875 -0.2468 1.1154 -1.6 -0.7 -0.8 -0.493
O 0.1224 -2.5627 -1.1977 0.1 -0.5 -0.4 -0.480
O -2.8296 0.9641 -2.2418 -0.1 -0.2 -0.5 -0.594
H 3.4581 1.8281 1.2780 0.5 1.0 0.7 0.393
H 2.7856 1.5401 -0.9788 1.1 2.2 -1.9 0.554
H 2.5012 0.3230 3.0516 0.8 0.7 4.1 0.628
H 1.4494 -0.3748 -1.7685 0.4 0.3 1.4 0.353
H 1.4653 -1.8668 2.2470 -0.2 -0.2 0.7 0.306
H 0.3406 -2.9365 0.8264 0.3 -0.2 -1.1 0.182
H -0.3325 1.7828 -1.2259 0.7 -0.5 -0.8 0.238
H -0.9987 1.9027 0.2505 -0.6 0.4 -2.4 0.319
H -2.9135 -0.3981 1.6488 1.1 0.2 -0.6 0.326
H -3.8698 -0.6566 -1.5557 0.9 -0.4 2.0 0.365
H -2.8679 1.8407 -2.6859 0.5 -0.7 1.2 0.357

***

No. 2
12
Properties=species:S:1:pos:R:3:forces:R:3:mulliken_charge:R:1 method="wB97M-V/def2-TZVPD" relative_energy_ev=1.165 homo_lumo_gap_ev=10.532 total_charge=0
C -0.6360 -0.2082 0.5248 0.3 1.7 -1.2 -0.376
C 0.4288 0.1521 -0.6377 -2.2 1.0 -0.5 -0.380
N 0.7778 1.6457 -0.8359 -0.9 -1.1 -0.6 -0.647
N -0.6036 -1.6166 1.0041 1.8 0.6 3.7 -0.612
H -1.6983 0.0029 0.1797 1.3 -0.2 0.1 0.223
H -0.4627 0.5994 1.3360 -0.1 -1.6 -0.9 0.235
H 0.1277 -0.1971 -1.6514 -0.7 -0.1 0.7 0.246
H 1.2972 -0.4407 -0.5266 1.4 -0.1 0.9 0.278
H 0.8520 1.6609 -1.8715 0.2 0.6 1.0 0.259
H -0.0159 2.2994 -0.6330 0.7 -1.2 -0.1 0.237
H -0.1930 -1.5464 2.0421 -1.5 -0.3 -2.7 0.266
H 0.1165 -2.2459 0.6247 -0.4 0.8 -0.6 0.272

***

No. 3
9
Properties=species:S:1:pos:R:3:forces:R:3:mulliken_charge:R:1 method="wB97M-V/def2-TZVPD" relative_energy_ev=1.373 homo_lumo_gap_ev="6.700 / 6.698" total_charge=0
C -0.4206 0.2480 -1.2703 0.7 0.3 0.0 -0.262
C -0.8174 -0.4277 1.4014 -1.7 0.2 -1.1 0.244
C 0.5280 -0.4295 1.6010 2.9 -0.3 1.0 -0.346
P -1.6616 -0.1398 -0.0609 0.3 -0.1 0.8 -0.038
P 2.0686 -0.5178 1.9097 -1.6 0.1 -0.3 -0.238
P 1.1767 0.7901 -1.0829 -0.6 -0.1 -0.2 -0.008
H -0.8299 0.2017 -2.2763 0.1 0.0 0.0 0.311
H -1.4500 -0.6922 2.2430 0.0 -0.1 0.0 0.334
H 1.4062 0.9672 -2.4648 0.0 0.0 -0.3 0.003

***

No. 4
17
Properties=species:S:1:pos:R:3:forces:R:3:mulliken_charge:R:1 method="wB97M-V/def2-TZVPD" relative_energy_ev=3.715 homo_lumo_gap_ev="6.963 / 6.669" total_charge=0
C 0.9270 1.1238 -3.0698 0.0 0.7 -2.0 -0.420
C 0.1774 0.7576 -1.9137 0.0 1.8 -1.2 -0.588
C 2.2097 0.6661 -3.0391 -1.4 0.0 1.5 -0.399
C 0.9555 0.1271 -1.0277 0.9 -1.3 1.2 0.468
C 0.4916 -0.4028 0.2014 0.6 0.3 -0.3 -0.287
C -0.9011 -0.4953 2.4432 3.5 0.4 0.4 -0.072
C -2.0951 -0.7622 3.1384 -1.4 -3.4 -0.2 -1.121
S 2.6208 -0.1123 -1.5550 -1.3 0.2 -0.2 -0.147
S -0.9004 0.0953 0.9090 -0.7 0.2 0.2 -0.092
H 0.6288 1.7021 -4.0213 0.0 -1.0 1.9 0.252
H -0.7749 1.1490 -1.5802 -0.2 -0.2 -0.6 0.326
H 2.9165 0.9129 -3.7363 1.7 0.2 -1.6 0.503
H 1.1238 -1.0235 0.7650 0.7 -0.8 0.7 0.355
H -0.0039 -0.9848 2.8331 0.0 0.3 -0.5 0.292
H -2.8036 -0.1138 2.8158 -2.6 2.1 -0.6 0.342
H -2.1875 -0.9088 4.2039 0.7 0.2 0.3 0.340
H -2.3847 -1.7304 2.6334 -0.5 0.3 1.0 0.247

***

No. 5
50
Properties=species:S:1:pos:R:3:forces:R:3:mulliken_charge:R:1 method="wB97M-V/def2-TZVPD" relative_energy_ev=2.056 homo_lumo_gap_ev="5.344 / 5.303" total_charge=+2
W 0.1509 0.4032 -0.7128 -0.8 0.0 -2.0 0.241
C -1.0709 1.8514 1.5634 0.1 -0.1 -0.1 -0.348
C -0.4258 1.3318 2.6797 0.0 0.1 0.1 -0.471
C 0.9644 1.3517 2.7846 -0.1 -0.1 0.1 -0.634
C 1.7018 1.8028 1.7164 0.1 0.2 -0.2 -0.518
C 1.0724 2.2226 0.5210 0.1 0.4 0.8 -0.457
C -0.3474 2.3703 0.4755 0.4 0.6 0.4 -0.558
H -2.1448 1.9827 1.5833 0.0 -0.1 0.0 0.519
H -1.0164 0.9781 3.5160 0.0 0.0 0.0 0.481
H 1.4448 1.0412 3.7025 0.0 0.0 0.0 0.470
H 2.7792 1.8866 1.8021 0.0 0.0 -0.1 0.629
H 1.6555 2.8163 -0.1699 0.1 -0.2 -0.3 0.502
H -0.7980 3.1149 -0.1600 -0.1 0.0 -0.2 0.737
Se 0.9681 -1.3251 -2.1958 0.0 0.3 0.6 0.245
Se 1.0914 -0.9218 -4.4896 -0.1 0.1 0.1 -0.171
Te -0.6242 0.8685 -4.7235 0.3 -0.1 -0.1 0.127
Se -0.0457 2.0524 -2.5584 0.0 -0.4 0.8 -0.249
C -5.0534 0.1935 0.9357 0.0 0.1 -0.2 -1.018
N -4.5871 0.9611 -0.2221 -0.3 0.0 0.2 0.303
C -3.4294 0.8320 -0.8696 0.1 0.2 0.2 -0.260
Se -2.1372 -0.5005 -0.5316 -0.2 -0.8 -0.1 0.065
N -3.3959 1.6950 -1.8782 -0.3 0.3 -0.2 0.513
C -4.5832 2.4266 -1.9153 0.2 -0.1 0.0 0.387
C -5.0423 3.4243 -2.7672 0.1 0.0 -0.1 -0.899
C -6.2986 3.9247 -2.4975 0.0 0.0 0.0 -0.532
C -7.0682 3.4537 -1.4193 0.0 0.0 0.0 -0.668
C -6.6100 2.4606 -0.5788 0.0 0.0 0.1 -0.681
C -5.3448 1.9564 -0.8569 0.0 -0.1 0.2 0.759
H -4.2974 -0.5281 1.2237 0.1 0.0 0.0 0.327
H -5.9689 -0.3329 0.6745 0.0 0.0 0.0 0.389
H -5.2514 0.8698 1.7639 0.0 0.0 0.0 0.374
H -2.6283 1.7535 -2.5326 0.1 0.0 0.0 -0.013
H -4.4523 3.7860 -3.5998 0.0 0.0 0.0 0.444
H -6.7052 4.6987 -3.1346 0.0 0.0 0.0 0.422
H -8.0471 3.8812 -1.2469 0.0 0.0 0.0 0.416
H -7.2072 2.0954 0.2469 0.0 0.0 0.0 0.475
C 3.3623 -3.3931 0.0702 0.0 0.0 0.0 -0.991
As 3.0257 -1.6585 0.8083 -0.2 -0.3 0.2 0.551
C 4.1067 -0.4068 -0.1568 0.0 0.1 0.1 -0.941
C 3.6895 -1.7409 2.6017 0.0 0.0 0.0 -1.068
S 0.8944 -1.3023 0.9917 0.5 0.1 0.1 -0.300
H 4.4001 -3.6504 0.2753 0.0 0.0 0.0 0.420
H 3.1813 -3.3920 -0.9999 0.0 0.0 -0.1 0.333
H 2.7004 -4.1032 0.5574 0.0 -0.1 0.0 0.374
H 5.0960 -0.8631 -0.2171 0.0 0.0 0.0 0.439
H 4.1773 0.5364 0.3795 0.0 0.0 0.0 0.311
H 3.7179 -0.2570 -1.1566 -0.1 0.0 -0.1 0.366
H 4.7291 -2.0620 2.5883 0.0 0.0 0.0 0.429
H 3.0856 -2.4680 3.1377 0.0 0.0 0.1 0.401
H 3.6034 -0.7705 3.0823 0.0 0.0 0.0 0.326

***

No. 6
3
Properties=species:S:1:pos:R:3:forces:R:3:mulliken_charge:R:1 method="wB97M-V/def2-TZVPD" relative_energy_ev=0.044 homo_lumo_gap_ev=9.386 total_charge=0
H 0.6530 -0.6528 0.8649 0.5 -0.5 0.7 0.225
N -0.1526 -0.5252 0.2415 0.0 1.9 -1.2 0.004
O 0.0519 0.5411 -0.3194 -0.6 -1.5 0.6 -0.228

***

Repeat the second record exactly.
12
Properties=species:S:1:pos:R:3:forces:R:3:mulliken_charge:R:1 method="wB97M-V/def2-TZVPD" relative_energy_ev=1.165 homo_lumo_gap_ev=10.532 total_charge=0
C -0.6360 -0.2082 0.5248 0.3 1.7 -1.2 -0.376
C 0.4288 0.1521 -0.6377 -2.2 1.0 -0.5 -0.380
N 0.7778 1.6457 -0.8359 -0.9 -1.1 -0.6 -0.647
N -0.6036 -1.6166 1.0041 1.8 0.6 3.7 -0.612
H -1.6983 0.0029 0.1797 1.3 -0.2 0.1 0.223
H -0.4627 0.5994 1.3360 -0.1 -1.6 -0.9 0.235
H 0.1277 -0.1971 -1.6514 -0.7 -0.1 0.7 0.246
H 1.2972 -0.4407 -0.5266 1.4 -0.1 0.9 0.278
H 0.8520 1.6609 -1.8715 0.2 0.6 1.0 0.259
H -0.0159 2.2994 -0.6330 0.7 -1.2 -0.1 0.237
H -0.1930 -1.5464 2.0421 -1.5 -0.3 -2.7 0.266
H 0.1165 -2.2459 0.6247 -0.4 0.8 -0.6 0.272